(1)
This record from the OMol25 dataset describes a cluster of 40 separate species, H80O40 in total. The level of theory is the ωB97M-V functional and the def2-TZVPD basis.

The orbital gap comes out at 9.67 eV. For the LUMO energy, the calculation gives -0.2 eV.

```
! wB97M-V def2-TZVPD RIJCOSX def2/J DEFGRID3
* xyz 0 1
H 4.10 0.14 4.12
H 3.06 -0.12 5.17
O 3.91 0.15 4.98
H 2.12 4.39 4.21
H 2.30 2.95 4.55
O 2.49 3.74 4.97
H -3.24 -0.13 -5.24
H -3.48 0.34 -3.76
O -3.52 -0.44 -4.30
H -4.79 -2.22 -3.08
H -4.90 -3.72 -3.49
O -5.18 -3.03 -2.82
H 3.94 -1.75 0.92
H 4.76 -0.49 0.60
O 4.89 -1.38 0.62
H -2.62 0.75 2.36
O -1.75 1.29 2.12
H -2.25 -1.91 3.22
O -1.53 -2.15 3.74
H 0.08 0.30 4.23
H -1.10 1.07 3.53
O -0.47 1.02 4.40
H 6.10 0.13 -2.94
H 4.77 -0.44 -2.58
O 5.30 0.30 -2.36
H 3.81 3.25 -4.64
H 4.73 2.11 -4.46
O 4.05 2.47 -4.04
H -2.72 -3.11 -2.15
H -3.13 -3.00 -0.73
O -2.64 -2.51 -1.38
H -2.35 3.10 0.33
O -1.56 3.47 0.03
H -0.23 -3.23 -2.54
H -0.01 -4.63 -2.26
O 0.20 -3.81 -1.86
H 0.57 4.54 -1.10
H 1.47 4.73 -2.22
O 0.81 4.11 -1.93
H -1.02 -2.87 -4.84
H -2.33 -2.47 -4.37
O -1.89 -3.19 -4.56
H -4.61 2.32 3.48
H -4.28 1.14 2.72
O -4.19 1.96 2.66
H -3.07 4.77 1.57
H -2.23 5.30 2.84
O -2.23 4.77 2.13
H 3.19 -1.95 -1.80
H 3.52 -1.00 -2.93
O 3.17 -1.88 -2.69
H 0.14 0.84 0.61
O 0.73 1.32 1.28
H -5.24 2.40 -0.88
H -3.91 2.91 -0.69
O -4.66 2.54 -0.16
H -2.27 -6.60 -0.39
O -2.90 -6.05 -0.97
H -2.42 2.61 -2.14
H -2.38 2.51 -3.59
O -2.94 2.25 -2.85
H 1.05 -2.40 -4.14
H 2.35 -2.99 -4.14
O 1.35 -3.18 -4.63
H -2.27 1.00 5.34
H -3.72 0.97 4.86
O -2.89 1.16 4.70
H 5.08 3.17 1.37
H 4.65 3.44 2.87
O 4.72 2.84 2.25
H -4.20 -2.07 2.53
H -4.23 -1.01 1.67
O -3.78 -1.22 2.51
H 1.54 -2.56 0.52
H 2.83 -3.59 0.86
O 2.48 -2.82 0.39
H -0.36 3.46 -4.66
H 0.29 2.67 -3.80
O -0.53 2.59 -4.39
H 1.21 2.53 -2.36
H 2.37 1.84 -2.65
O 1.34 1.65 -2.70
H -0.04 4.71 1.13
H -0.35 6.13 0.95
O 0.29 5.53 0.65
H -0.21 -0.54 -4.42
H 0.08 -0.69 -2.88
O 0.30 -1.01 -3.75
H 1.26 -4.76 1.66
O 1.91 -4.61 2.39
H 4.73 -2.45 3.59
H 5.66 -3.01 2.28
O 4.80 -2.93 2.70
H 0.23 1.02 2.25
H -2.19 2.08 2.14
H -2.73 -5.17 -0.71
H -1.40 -3.20 3.73
H -0.94 3.69 0.81
H 2.76 -5.02 2.26
O -2.76 -3.50 1.66
H -1.81 -3.77 1.79
H -3.22 -4.04 0.92
O 1.33 3.68 2.37
H 1.00 2.80 2.54
H 1.99 3.64 1.74
O -0.11 -4.65 0.50
H -0.17 -3.77 0.09
H -0.05 -5.30 -0.01
O 1.65 -0.27 -0.84
H 2.19 -1.21 -1.21
H 1.36 0.26 -1.53
O 0.12 -1.71 0.60
H 0.62 -0.88 0.78
H 0.15 -1.73 -0.32
O 3.15 3.16 -0.23
H 3.94 3.24 0.12
H 2.58 2.43 0.18
O -3.40 0.10 -0.68
H -3.92 0.42 -1.37
H -2.90 -0.61 -0.53
*
```



(2)
This record from the OMol25 dataset describes a cluster of 40 separate species, H80O40 in total. The level of theory is the ωB97M-V functional and the def2-TZVPD basis.

The orbital gap comes out at 9.88 eV. For the LUMO energy, the calculation gives -0.7 eV.

```
! wB97M-V def2-TZVPD RIJCOSX def2/J DEFGRID3
* xyz 0 1
H 4.60 1.15 -3.05
H 5.38 0.42 -2.05
O 5.52 1.02 -2.69
H 5.84 1.23 1.84
H 5.74 -0.45 2.03
O 5.27 0.47 1.78
H -1.65 5.98 -1.82
H -0.63 5.61 -0.74
O -1.24 6.19 -0.93
H 0.44 4.72 -5.01
H 0.52 4.28 -3.31
O 0.17 4.75 -4.11
H 0.72 2.90 5.42
H 1.44 1.60 4.98
O 1.17 2.48 4.59
H -2.40 -1.69 -0.73
O -2.12 -0.84 -1.28
H -1.51 -0.87 -4.01
O -2.21 -0.88 -4.59
H 1.89 -6.44 -1.67
H 2.05 -5.13 -1.45
O 2.61 -6.01 -1.38
H -1.37 1.84 5.18
H -1.62 3.17 4.29
O -1.76 2.72 5.16
H 3.32 1.39 -4.38
H 2.84 0.35 -5.20
O 3.30 0.45 -4.32
H 0.08 -3.55 -2.86
H 0.96 -4.37 -3.75
O 0.52 -4.38 -2.94
H -3.18 1.90 -1.07
O -2.40 1.96 -1.47
H 1.87 -1.80 0.69
H 3.39 -1.87 1.41
O 2.56 -1.52 1.39
H -0.02 1.43 -6.52
H 1.15 2.48 -5.61
O 0.80 1.73 -6.01
H -2.42 0.57 5.98
H -1.17 0.16 5.47
O -1.75 0.03 6.14
H 0.46 5.28 1.23
H 0.40 3.94 2.07
O 0.87 4.45 1.50
H -1.37 4.15 0.66
H -1.71 3.10 -0.36
O -1.34 3.30 0.44
H -3.85 2.34 3.75
H -5.00 1.25 3.97
O -4.64 2.18 4.31
H -0.79 -5.94 -2.02
O -1.70 -5.72 -2.28
H 4.16 0.96 4.55
H 4.11 2.16 5.06
O 4.23 1.31 5.36
H 0.01 -0.56 2.50
O -0.47 -1.31 2.01
H 3.89 3.17 2.00
H 4.72 4.46 2.50
O 4.76 3.46 2.28
H 0.39 1.84 3.01
H -1.14 1.72 2.80
O -0.50 1.55 3.35
H 2.57 -2.11 -1.04
H 2.65 -0.86 -1.64
O 3.23 -1.35 -1.13
H 1.02 -0.23 -3.49
H -0.24 -0.65 -2.62
O 0.78 -0.53 -2.61
H -3.78 -1.56 4.59
H -3.55 -2.62 3.34
O -4.04 -1.89 3.59
H -2.34 2.02 -4.91
H -2.17 0.63 -5.70
O -2.22 1.54 -5.69
H 3.17 3.88 -4.83
H 4.09 3.09 -3.78
O 3.18 3.17 -4.08
H -0.62 1.67 0.66
H 0.29 0.56 0.01
O -0.37 0.80 0.73
H 0.72 -6.36 1.67
H -0.29 -5.39 1.83
O 0.47 -5.57 1.23
H -4.13 -5.22 0.06
H -4.29 -4.96 1.39
O -3.82 -5.60 0.83
H -3.20 4.50 -4.21
O -2.98 3.99 -3.40
H 1.80 -1.00 -4.46
H 0.93 -1.28 -5.67
O 1.18 -0.61 -5.17
H -1.17 -5.52 -3.12
H -1.98 -0.15 -0.65
H -0.79 -0.72 1.37
H -2.70 -1.69 -4.64
H -2.50 1.79 -2.36
H -1.96 3.86 -3.06
O -4.46 0.80 0.28
H -4.19 0.85 1.15
H -5.31 1.14 0.07
O -2.19 -5.46 3.00
H -2.30 -4.61 2.67
H -2.91 -5.87 2.50
O 0.23 -3.83 -0.67
H 0.34 -4.76 -0.32
H -0.13 -3.64 0.28
O 5.29 -2.89 2.76
H 5.12 -2.96 1.88
H 4.71 -2.25 3.09
O 1.77 -0.80 4.63
H 2.64 -0.91 4.84
H 1.71 -0.65 3.67
O -4.01 4.36 1.88
H -4.41 4.27 2.62
H -3.13 3.93 1.98
O -3.50 -3.70 -1.88
H -2.87 -3.17 -1.52
H -2.96 -4.37 -2.21
*
```



(3)
This record from the OMol25 dataset describes a cluster of 40 separate species, H80O40 in total. The level of theory is the ωB97M-V functional and the def2-TZVPD basis.

The orbital gap comes out at 9.38 eV. For the LUMO energy, the calculation gives -1.2 eV.

```
! wB97M-V def2-TZVPD RIJCOSX def2/J DEFGRID3
* xyz 0 1
H -3.86 -0.42 3.87
H -3.35 -1.02 5.06
O -3.75 -1.32 4.20
H 3.12 3.86 2.22
H 1.69 4.51 1.76
O 2.24 4.06 2.50
H -0.98 -2.20 -1.55
H -1.71 -1.60 -0.48
O -0.79 -2.07 -0.56
H -1.51 1.85 1.39
H -1.13 1.42 2.73
O -1.53 0.99 1.85
H -0.58 6.20 1.99
H 0.34 5.81 0.58
O 0.03 6.53 1.20
H 2.55 -1.25 0.32
O 2.97 -0.37 0.06
H -0.67 -1.49 6.28
O -1.23 -2.24 6.45
H 1.99 -0.41 -4.20
H 1.18 0.09 -3.06
O 1.96 0.41 -3.63
H 1.86 0.86 4.86
H 1.03 1.41 5.99
O 1.03 1.05 5.12
H -2.71 -0.77 -3.00
H -2.63 -2.17 -3.71
O -2.47 -1.62 -2.93
H -4.97 0.16 -3.34
H -5.51 0.84 -1.90
O -4.99 0.07 -2.33
H -2.06 4.14 -3.93
O -2.94 3.92 -3.60
H 2.72 -2.48 3.16
H 3.65 -3.53 3.86
O 3.25 -2.74 3.88
H -0.58 -0.40 4.39
H -1.15 -1.82 4.05
O -0.31 -1.38 4.24
H 0.53 -2.43 3.14
H 0.84 -2.02 1.62
O 1.05 -2.69 2.31
H 3.22 -2.94 -2.54
H 2.87 -1.47 -3.09
O 2.84 -2.48 -3.27
H -1.03 2.04 -1.32
H -2.20 2.63 -1.42
O -1.35 2.90 -1.33
H -0.65 0.96 5.45
H -1.66 0.75 6.59
O -1.58 0.82 5.69
H -4.45 -1.94 1.17
O -4.75 -1.09 1.13
H 4.01 2.76 -0.11
H 3.11 4.00 -0.89
O 3.69 3.77 -0.17
H 6.16 1.37 -2.05
O 5.42 1.23 -1.41
H 4.50 2.11 -4.69
H 4.92 1.14 -3.54
O 5.07 1.52 -4.36
H 3.98 -4.86 -1.79
H 4.65 -3.77 -0.87
O 4.79 -4.43 -1.55
H 0.74 -4.49 -2.27
H 0.03 -4.82 -3.58
O 0.37 -5.23 -2.84
H -3.04 2.87 3.05
H -4.64 2.27 2.73
O -3.65 2.38 2.40
H 0.97 1.36 -5.43
H -0.15 1.23 -6.08
O 0.30 0.74 -5.52
H -3.43 -0.61 -1.27
H -3.62 -0.48 0.14
O -2.86 -0.38 -0.52
H 4.00 -4.38 0.86
H 2.38 -4.66 0.48
O 3.24 -5.03 0.59
H 2.05 3.13 -3.20
H 0.69 2.76 -3.60
O 1.57 2.92 -3.93
H -3.93 1.02 -1.65
H -4.24 1.95 -0.34
O -3.72 1.97 -1.23
H 2.67 1.73 -1.44
H 1.14 1.66 -1.33
O 1.88 2.35 -1.37
H 5.46 -2.34 -2.05
O 5.42 -1.79 -1.21
H -4.36 -4.64 0.02
H -4.91 -4.07 -1.12
O -4.82 -4.90 -0.76
H -4.52 -0.81 2.00
H 2.08 -0.05 -0.34
H 5.44 1.16 -0.49
H -0.95 -2.92 5.74
H -3.16 3.02 -3.36
H 6.33 -1.28 -1.12
O -0.28 -5.98 3.41
H -0.21 -6.21 2.38
H -0.27 -4.95 3.15
O -1.27 3.86 1.17
H -1.20 3.63 0.17
H -2.03 3.60 1.43
O 0.04 0.71 -0.54
H -0.43 0.85 0.41
H -0.45 -0.01 -0.98
O -0.54 -4.66 0.63
H 0.06 -5.23 0.10
H 0.15 -4.10 1.11
O -1.06 5.49 -2.12
H -0.87 4.67 -1.64
H -1.90 5.24 -2.52
O 2.05 0.77 2.88
H 2.41 0.06 2.33
H 2.88 1.30 2.95
O -4.33 1.35 -4.46
H -4.31 2.10 -3.65
H -3.38 1.13 -4.64
*
```



(4)
This record from the OMol25 dataset describes a cluster of 40 separate species, H80O40 in total. The level of theory is the ωB97M-V functional and the def2-TZVPD basis.

The orbital gap comes out at 9.25 eV. For the LUMO energy, the calculation gives -1.0 eV.

```
! wB97M-V def2-TZVPD RIJCOSX def2/J DEFGRID3
* xyz 0 1
H -2.27 -5.71 2.68
H -3.26 -4.68 3.26
O -3.15 -5.34 2.54
H 2.34 -1.53 1.24
H 3.17 -2.20 0.08
O 2.32 -2.27 0.76
H -1.33 5.48 3.54
H -1.84 5.46 1.95
O -1.54 5.92 2.71
H 3.78 2.24 -3.63
H 4.19 3.66 -3.22
O 4.35 2.79 -3.53
H -0.39 -3.77 2.39
H 0.49 -3.38 3.65
O -0.35 -3.78 3.31
H -3.38 -1.10 3.74
O -4.21 -1.51 4.14
H -0.17 -3.49 1.11
O -0.87 -3.97 0.68
H 0.81 3.41 -3.01
H 2.25 3.43 -2.81
O 1.71 3.80 -3.26
H 2.11 -5.53 -2.27
H 0.96 -6.42 -1.63
O 1.35 -6.17 -2.49
H 1.77 3.09 2.10
H 0.98 3.84 0.98
O 1.32 2.95 1.16
H 0.64 2.22 -0.28
H 0.34 1.97 -1.69
O -0.13 2.10 -0.84
H -2.24 2.12 -5.71
O -2.22 1.86 -4.83
H -1.49 1.91 2.55
H -2.40 1.05 1.72
O -2.33 1.54 2.53
H -5.14 1.25 2.43
H -6.23 1.12 1.32
O -6.15 1.13 2.37
H -1.73 -1.42 -3.32
H -0.65 -0.19 -2.85
O -1.58 -0.57 -3.14
H 3.05 1.87 -5.70
H 1.60 1.15 -5.46
O 2.09 1.91 -5.93
H 1.07 -0.38 -0.18
H 1.52 0.90 0.66
O 1.72 0.41 -0.05
H 3.96 -2.50 2.04
H 4.69 -3.73 1.45
O 4.74 -2.80 1.49
H -4.05 2.89 3.00
O -4.40 3.62 3.52
H -0.29 -4.52 -2.93
H -0.91 -3.02 -2.62
O -0.96 -3.67 -3.34
H 0.20 -1.21 1.49
O 0.33 -1.66 2.20
H -0.38 5.16 1.20
H -0.59 5.22 -0.37
O 0.07 5.10 0.34
H -1.16 0.57 -0.21
H -1.48 -0.74 -0.99
O -0.97 -0.38 -0.32
H 4.33 -1.19 -2.37
H 4.33 -1.22 -3.85
O 3.76 -0.98 -3.05
H 1.14 4.81 3.65
H 2.46 4.77 2.78
O 1.82 4.35 3.28
H -3.70 -2.30 -1.56
H -5.00 -3.31 -1.42
O -4.65 -2.38 -1.38
H -4.28 0.58 -0.90
H -5.25 1.58 -1.48
O -5.10 0.96 -0.62
H 4.55 -0.29 2.99
H 3.21 0.14 3.72
O 3.66 -0.35 2.97
H -1.36 4.78 -2.24
H -0.61 4.86 -3.74
O -1.30 4.87 -3.18
H -2.70 -3.95 -2.49
H -2.71 -5.12 -1.29
O -3.22 -4.70 -1.98
H -0.66 0.44 3.47
H 0.42 1.53 4.24
O -0.11 0.67 4.29
H 2.10 -0.19 -3.00
O 1.52 0.49 -3.03
H 1.97 -3.96 0.32
H 0.98 -4.56 -0.57
O 1.78 -4.83 -0.01
H -3.88 4.42 3.29
H -4.03 -2.41 3.91
H -0.48 -1.78 2.88
H -1.42 -4.44 1.27
H -1.33 2.22 -4.81
H 1.50 0.72 -3.89
O 4.48 3.44 2.00
H 4.62 2.60 1.83
H 5.14 3.64 2.69
O 1.36 -2.95 -2.83
H 1.97 -2.36 -2.84
H 1.58 -3.61 -3.48
O 2.55 -3.47 4.40
H 1.90 -3.48 5.07
H 3.29 -2.98 4.96
O 4.24 -0.28 -0.65
H 4.74 -0.05 0.11
H 3.57 0.25 -0.60
O 0.41 -1.03 -4.95
H 0.12 -1.58 -5.66
H 0.56 -1.74 -4.30
O -2.59 2.19 -0.63
H -2.67 2.69 0.01
H -2.46 2.64 -1.42
O -3.24 1.88 5.07
H -4.00 2.62 5.09
H -2.99 1.87 4.19
*
```



Which of them is the most stable? Correct choice: (3).